Entry 1:
{"formula": "C5H10O2", "method": "ωB97M-V/def2-TZVPD", "elements": ["C", "O", "C", "C", "C", "C", "O", "H", "H", "H", "H", "H", "H", "H", "H", "H", "H"], "xyz": [[2.423, 0.404, 0.007], [1.110, 0.346, -0.512], [0.333, -0.615, 0.119], [-0.337, -0.303, 1.445], [-1.116, -0.299, 0.176], [-1.817, 0.750, -0.451], [-1.756, 0.918, -1.812], [2.943, -0.557, -0.112], [2.419, 0.673, 1.072], [2.956, 1.172, -0.557], [0.631, -1.648, -0.053], [-0.487, -1.128, 2.132], [-0.171, 0.678, 1.883], [-1.646, -1.873, 0.181], [-2.171, -0.714, -0.183], [-2.600, 1.304, 0.053], [-0.823, 0.855, -2.066]], "lumo_ev": [0.890, 0.890], "spin_multiplicity": 1, "homo_lumo_gap_ha": [0.2820, 0.2819]}


Entry 2:
{"formula": "C2F4N2", "method": "ωB97M-V/def2-TZVPD", "elements": ["C", "C", "N", "N", "F", "F", "F", "F"], "xyz": [[1.692, 0.536, 0.065], [-1.101, -0.324, 0.046], [0.277, -0.491, 0.309], [1.686, -0.531, -0.539], [1.918, 1.733, 0.344], [-1.833, -0.844, 0.872], [-1.324, 1.084, -0.018], [-1.316, -1.163, -1.077]], "lumo_ev": -0.190, "smiles": "FC1=NN1C(F)(F)F", "spin_multiplicity": 1, "homo_lumo_gap_ha": 0.3709}


Electronic energy for the records above, in order: -9434.935; -15917.624 eV
ΔE to the lowest compared entry with this formula, charge and spin for the records above, in order: 187.0; 95.7 kcal/mol
M for the records above, in order: 102.13; 128.03 g/mol